a.
Density functional theory data (wB97M-V/def2-TZVPD) for a cluster of 2 separate species, CH5N2O2 in total.

Geometry as XYZ:
```
10
CH5N2O2 wB97M-V/def2-TZVPD
C 1.371 0.023 -0.011
N 1.239 -1.196 0.351
N -2.124 0.753 -0.120
O 0.489 0.910 -0.038
O -3.112 0.066 -0.213
H 2.276 0.364 -0.404
H 2.036 -1.734 0.245
H 0.409 -1.735 0.659
H -2.112 1.688 -0.558
H -0.474 0.860 0.089
```

Properties
gap between HOMO and LUMO = 9.2 eV
charge = +1

Atom charges from the Mulliken analysis, given in e for atoms 1 to 5:
1. C 0.253
2. N -0.232
3. N -0.108
4. O -0.371
5. O -0.204

b.
Density functional theory data (wB97M-V/def2-TZVPD) for the ion CH5N2O2 with charge +1.

Geometry as XYZ:
```
10
CH5N2O2 wB97M-V/def2-TZVPD
C 0.683 0.126 -0.430
N 1.971 0.157 -0.165
N -0.306 -0.392 0.261
O -2.597 0.457 0.272
O -1.724 -0.263 -0.456
H 0.314 0.732 -1.342
H 2.522 0.725 -0.703
H 2.527 -0.229 0.648
H -0.235 -1.123 0.987
H -3.155 -0.189 0.928
```

Properties
gap between HOMO and LUMO = 11.6 eV
charge = +1
SMILES string = N/C=[NH+]/OO

Atom charges from the Mulliken analysis, given in e for atoms 1 to 5:
1. C 0.208
2. N -0.311
3. N -0.088
4. O -0.263
5. O -0.082

The most stable arrangement is a, and the next structure is 173.4 kJ/mol less stable.

a.
Density functional theory data (wB97M-V/def2-TZVPD) for a cluster of 2 separate species, C4H9N2O2 in total.

Geometry as XYZ:
```
17
C4H9N2O2 wB97M-V/def2-TZVPD
C 0.905 0.452 1.145
C 0.964 0.485 2.647
C -0.140 -0.767 -1.992
C -2.056 0.117 -3.192
N -1.048 -0.389 -2.686
N 0.092 -0.222 0.422
O 1.780 1.279 0.532
O -0.604 -1.305 0.944
H 0.992 1.504 3.235
H 1.722 -0.125 3.154
H 0.062 0.019 3.025
H 2.539 1.517 1.055
H -0.157 -1.729 -1.663
H 0.751 -0.176 -1.760
H -2.874 0.672 -2.608
H -2.222 -0.165 -4.182
H -0.704 -1.166 1.924
```

Properties
gap between HOMO and LUMO = 8.8 eV
charge = +1

Atom charges from the Mulliken analysis, given in e for atoms 1 to 5:
1. C 0.847
2. C -1.308
3. C -0.176
4. C -0.145
5. N 0.097

b.
Density functional theory data (wB97M-V/def2-TZVPD) for the ion C4H9N2O2 with charge +1.

Geometry as XYZ:
```
17
C4H9N2O2 wB97M-V/def2-TZVPD
C 1.135 0.855 -0.965
C -0.094 1.116 -0.083
C 0.034 -1.276 0.167
C -1.592 -0.056 1.476
N 1.043 -0.340 -1.649
N -0.854 -0.137 0.191
O 2.052 1.625 -1.076
O 2.147 -0.877 -2.099
H 0.275 1.528 0.859
H -0.724 1.867 -0.563
H -0.337 -2.196 -0.247
H 0.812 -1.305 0.909
H -2.196 -0.950 1.619
H -0.885 0.009 2.306
H -2.242 0.818 1.497
H -1.536 -0.255 -0.571
H 2.961 -0.425 -1.770
```

Properties
gap between HOMO and LUMO (spin up / spin down) = 8.4 / 8.9 eV
charge = +1

Atom charges from the Mulliken analysis, given in e for atoms 1 to 5:
1. C 0.445
2. C -0.408
3. C -0.479
4. C -0.908
5. N -0.153

c.
Density functional theory data (wB97M-V/def2-TZVPD) for a cluster of 2 separate species, C4H9N2O2 in total.

Geometry as XYZ:
```
17
C4H9N2O2 wB97M-V/def2-TZVPD
C 0.522 -1.736 1.086
C -0.206 1.007 -0.350
C 1.342 -2.523 0.195
C -0.676 1.574 -1.622
N 0.087 -1.454 2.171
N -0.056 1.864 0.748
O -0.552 -0.511 2.756
O 0.011 -0.200 -0.194
H 1.224 -3.558 0.215
H 0.926 -2.089 -0.728
H 2.454 -2.455 0.169
H 0.221 2.096 -2.003
H -1.469 2.262 -1.152
H -1.031 0.808 -2.211
H 0.423 1.648 1.633
H -0.425 2.781 0.671
H -0.554 -0.600 3.728
```

Properties
gap between HOMO and LUMO = 10.5 eV
charge = +1

Atom charges from the Mulliken analysis, given in e for atoms 1 to 5:
1. C 0.718
2. C 0.677
3. C -0.959
4. C -0.919
5. N 0.037

The most stable arrangement is c, and the next structure is 79.4 kJ/mol less stable.

a.
Density functional theory data (wB97M-V/def2-TZVPD) for an isolated molecule of C3H7Cl2N.

Geometry as XYZ:
```
13
C3H7Cl2N wB97M-V/def2-TZVPD
C -0.545 -1.707 0.571
C 0.501 -0.611 0.151
C -0.136 0.568 -0.569
N 0.687 1.736 -0.437
Cl 0.317 2.996 -1.563
Cl 0.728 2.532 1.152
H -0.571 -2.602 -0.142
H -0.240 -2.019 1.567
H -1.488 -1.048 0.594
H 1.306 -0.948 -0.393
H 0.783 -0.024 1.033
H -0.127 0.369 -1.609
H -1.215 0.759 -0.354
```

Properties
gap between HOMO and LUMO = 9.7 eV
charge = 0
SMILES string = CCCN(Cl)Cl

Atom charges from the Mulliken analysis, given in e for atoms 1 to 5:
1. C -0.863
2. C -0.263
3. C -0.581
4. N -0.165
5. Cl -0.079

b.
Density functional theory data (wB97M-V/def2-TZVPD) for an isolated molecule of C3H7Cl2N.

Geometry as XYZ:
```
13
C3H7Cl2N wB97M-V/def2-TZVPD
C -1.716 -0.664 -0.551
C -0.771 0.432 -0.894
C 0.464 0.453 0.028
H -2.202 -0.901 -1.476
H -2.448 -0.346 0.193
H -1.249 -1.496 -0.048
H -1.202 1.437 -0.960
H 0.417 -0.724 -2.051
H 0.199 0.728 -2.833
H 1.182 1.129 -0.407
N -0.211 -0.009 -2.263
Cl 1.176 -1.206 0.225
Cl -0.064 1.141 1.654
```

Properties
gap between HOMO and LUMO = 10.5 eV
charge = 0
SMILES string = C[C@H](N)C(Cl)Cl

Atom charges from the Mulliken analysis, given in e for atoms 1 to 5:
1. C -1.194
2. C -0.088
3. C -0.103
4. H 0.425
5. H 0.339

The most stable arrangement is b, and the next structure is 239.9 kJ/mol less stable.

a.
Density functional theory data (wB97M-V/def2-TZVPD) for a structure of composition C19H32BN7O2STc.

Geometry as XYZ:
```
63
C19H32BN7O2STc wB97M-V/def2-TZVPD
Tc -0.902 -0.911 -0.614
C -0.883 -2.145 -3.946
C 0.293 -1.378 -3.444
C 1.453 -1.055 -4.121
C 2.247 -0.323 -3.239
C 3.583 0.294 -3.462
N 1.588 -0.233 -2.080
N 0.387 -0.874 -2.183
B 1.828 0.543 -0.788
N 1.738 -0.482 0.382
N 0.543 -1.116 0.636
C 0.727 -1.926 1.738
C -0.328 -2.807 2.302
C 2.023 -1.791 2.147
C 2.634 -0.863 1.282
C 4.030 -0.350 1.315
N 0.653 1.550 -0.605
N -0.657 1.112 -0.557
C -1.442 2.226 -0.464
C -2.931 2.208 -0.480
C -0.636 3.339 -0.421
C 0.681 2.879 -0.514
C 1.938 3.678 -0.524
H -0.871 -2.146 -5.034
H -1.829 -1.708 -3.627
H -0.856 -3.178 -3.600
H 1.692 -1.308 -5.140
H 3.937 0.057 -4.462
H 4.314 -0.078 -2.743
H 3.536 1.380 -3.366
H 2.876 1.105 -0.780
H -1.284 -2.292 2.361
H -0.055 -3.089 3.316
H -0.431 -3.721 1.712
H 2.489 -2.289 2.981
H 4.579 -0.823 2.124
H 4.045 0.730 1.468
H 4.542 -0.561 0.375
H -3.346 1.214 -0.362
H -3.299 2.613 -1.424
H -3.324 2.829 0.324
H -0.952 4.367 -0.351
H 1.707 4.731 -0.384
H 2.462 3.564 -1.474
H 2.615 3.361 0.270
N -2.742 -1.157 0.567
C -3.225 -2.567 0.470
C -2.521 -3.302 -0.656
O -2.874 -4.332 -1.110
O -1.360 -2.667 -1.084
H -2.630 -0.814 1.525
H -3.464 -0.564 0.169
H -4.297 -2.609 0.294
H -3.029 -3.108 1.393
C -0.467 2.041 3.166
S -1.643 0.677 3.127
C -2.863 1.219 4.340
H -0.931 2.970 2.842
H 0.348 1.789 2.486
H -0.065 2.155 4.170
H -2.401 1.314 5.320
H -3.637 0.456 4.392
H -3.311 2.165 4.045
```

Properties
gap between HOMO and LUMO (spin up / spin down) = 5.5 / 5.8 eV
charge = +2
multiplicity = 2
expectation value of S² = 1.087

Atom charges from the Mulliken analysis, given in e for atoms 1 to 5:
1. Tc 0.392
2. C -1.378
3. C 0.442
4. C -1.317
5. C 0.863

b.
Density functional theory data (wB97M-V/def2-TZVPD) for a structure of composition C19H32BN7O2STc.

Geometry as XYZ:
```
63
C19H32BN7O2STc wB97M-V/def2-TZVPD
Tc 0.727 0.962 -0.876
C -0.477 4.173 -2.060
C -1.282 3.368 -1.100
C -2.526 3.685 -0.578
C -2.888 2.638 0.260
C -4.133 2.454 1.054
N -1.890 1.743 0.246
N -0.893 2.177 -0.582
B -1.771 0.340 0.827
N -0.442 0.291 1.641
N 0.755 0.521 1.004
C 1.755 0.440 1.944
C 3.182 0.714 1.638
C 1.177 0.141 3.149
C -0.207 0.041 2.926
C -1.278 -0.285 3.903
N -1.632 -0.655 -0.368
N -0.589 -0.505 -1.251
C -0.695 -1.492 -2.188
C 0.271 -1.627 -3.313
C -1.794 -2.260 -1.888
C -2.360 -1.712 -0.728
C -3.558 -2.169 0.024
H -1.089 4.985 -2.443
H -0.140 3.577 -2.909
H 0.404 4.598 -1.581
H -3.101 4.571 -0.787
H -4.768 3.329 0.947
H -3.910 2.318 2.112
H -4.693 1.582 0.712
H -2.692 0.046 1.516
H 3.655 -0.154 1.175
H 3.718 0.912 2.563
H 3.288 1.592 1.000
H 1.681 0.019 4.093
H -0.846 -0.436 4.888
H -1.807 -1.193 3.612
H -2.008 0.522 3.961
H 0.591 -0.654 -3.693
H -0.192 -2.151 -4.146
H 1.140 -2.216 -3.006
H -2.164 -3.109 -2.438
H -3.973 -3.057 -0.445
H -4.325 -1.394 0.038
H -3.305 -2.408 1.057
N 2.582 -0.013 -1.491
C 3.587 1.023 -1.852
C 2.969 2.412 -1.887
O 3.466 3.361 -2.382
O 1.755 2.495 -1.220
H 2.924 -0.660 -0.781
H 2.407 -0.611 -2.295
H 4.040 0.822 -2.821
H 4.390 1.040 -1.116
C 0.636 -3.258 0.952
S 2.273 -2.720 0.427
C 3.146 -4.296 0.356
H 0.200 -3.942 0.225
H 0.010 -2.369 1.029
H 0.691 -3.741 1.926
H 3.162 -4.758 1.340
H 4.168 -4.088 0.045
H 2.680 -4.962 -0.367
```

Properties
gap between HOMO and LUMO (spin up / spin down) = 5.5 / 5.8 eV
charge = +2
multiplicity = 2
expectation value of S² = 1.063

Atom charges from the Mulliken analysis, given in e for atoms 1 to 5:
1. Tc 0.329
2. C -1.324
3. C 0.454
4. C -1.286
5. C 0.806

The most stable arrangement is b, and the next structure is 20.6 kJ/mol less stable.